1.
Molecular formula: C29H56Cl6O18
Method: DFT, ωB97M-V/def2-TZVPD

The geometry in XYZ format:
```
109
C29H56Cl6O18 (ωB97M-V/def2-TZVPD)
C -7.47 -2.46 7.80
C -6.65 -1.26 7.39
O -5.74 -1.55 6.32
C -4.58 -2.39 6.54
O -4.30 -3.02 7.58
O -3.87 -2.51 5.39
C -2.84 -3.49 5.19
H -6.91 -2.95 8.60
H -7.72 -3.12 6.98
H -8.35 -2.12 8.34
H -6.02 -0.99 8.23
H -7.33 -0.46 7.11
H -2.52 -3.44 4.15
H -3.17 -4.52 5.32
H -1.95 -3.14 5.71
C -1.54 -0.61 -0.91
C -1.23 0.60 -0.04
O 0.04 1.26 -0.43
C 1.19 0.74 -0.04
O 1.41 -0.28 0.61
O 2.27 1.36 -0.64
C 3.52 0.88 -0.41
H -0.78 -1.36 -0.72
H -1.60 -0.41 -1.99
H -2.57 -0.88 -0.68
H -1.21 0.19 0.97
H -2.01 1.36 0.00
H 3.46 -0.20 -0.50
H 3.68 0.97 0.66
H 4.36 1.34 -0.94
C 9.64 2.06 4.60
C 8.55 1.04 4.14
O 7.68 0.92 5.31
C 6.74 0.00 5.23
O 6.60 -0.87 4.40
O 5.93 0.21 6.26
C 4.81 -0.69 6.55
H 9.21 3.00 4.94
H 10.51 2.29 3.98
H 10.21 1.69 5.46
H 8.95 0.03 4.01
H 8.14 1.42 3.21
H 4.97 -1.75 6.31
H 3.91 -0.27 6.10
H 4.81 -0.69 7.64
C -0.32 -4.40 -6.76
C -1.31 -3.23 -6.51
O -2.68 -3.66 -6.31
C -3.35 -4.22 -7.28
O -2.85 -4.41 -8.43
O -4.63 -4.24 -6.95
C -5.55 -4.73 -7.91
H -0.42 -4.62 -7.83
H -0.74 -5.15 -6.10
H 0.69 -4.09 -6.50
H -1.35 -2.40 -7.22
H -1.08 -2.76 -5.55
H -5.78 -5.68 -7.45
H -5.22 -5.00 -8.92
H -6.38 -4.04 -8.07
C -7.77 5.50 1.92
C -8.00 4.05 1.54
O -9.06 3.36 2.26
C -9.34 2.07 2.03
O -10.07 1.36 2.75
O -8.81 1.60 0.86
C -9.01 0.27 0.48
H -6.70 5.65 1.78
H -7.96 5.72 2.97
H -8.38 6.09 1.23
H -7.07 3.50 1.68
H -8.15 3.77 0.50
H -10.01 -0.13 0.68
H -8.23 -0.25 1.04
H -8.94 0.09 -0.59
O 1.99 -9.11 -0.91
C 2.09 -7.90 -0.61
O 1.34 -6.88 -1.19
C 1.70 -5.71 -0.51
C 2.79 -6.09 0.49
O 2.94 -7.46 0.35
H 2.10 -4.88 -1.10
H 0.96 -5.22 0.13
H 2.47 -5.79 1.49
H 3.66 -5.50 0.20
Cl -5.89 2.78 -4.60
C -6.70 2.89 -6.19
C -6.28 4.13 -7.05
Cl -4.53 4.26 -7.40
H -7.76 3.10 -6.05
H -6.60 1.99 -6.80
H -6.71 5.04 -6.64
H -6.71 3.90 -8.02
Cl 5.54 9.26 -2.91
C 6.18 7.63 -2.25
C 7.50 7.87 -1.37
Cl 8.29 6.29 -1.08
H 6.27 7.05 -3.17
H 5.43 7.13 -1.65
H 7.26 8.25 -0.37
H 8.20 8.61 -1.77
Cl 11.22 0.97 -2.49
C 12.61 1.70 -1.80
C 13.04 2.96 -2.69
Cl 14.75 3.40 -2.15
H 13.40 0.95 -1.78
H 12.40 1.81 -0.74
H 12.30 3.76 -2.67
H 13.04 2.81 -3.77
```

Total charge: 0
Gap between HOMO and LUMO (eV): 10.466
Structure (SMILES): CCOC(=O)OC.CCOC(=O)OC.CCOC(=O)OC.CCOC(=O)OC.CCOC(=O)OC.O=C1OCCO1.ClCCCl.ClCCCl.ClCCCl
LUMO (eV): -0.03

2.
Molecular formula: C18H18N7SSn
Method: DFT, ωB97M-V/def2-TZVPD

The geometry in XYZ format:
```
45
C18H18N7SSn (ωB97M-V/def2-TZVPD)
Sn 0.27 1.09 -1.41
C 1.98 1.48 2.90
C 1.74 1.08 1.48
N 0.65 1.41 0.88
N -0.27 2.13 1.57
C -0.80 3.09 0.88
N -1.80 3.81 1.44
S -0.28 3.55 -0.73
C 2.78 0.43 0.67
C 3.79 -0.34 1.24
C 4.78 -0.85 0.41
C 4.74 -0.58 -0.94
C 3.68 0.17 -1.43
N 2.72 0.66 -0.65
H 1.80 2.55 2.99
H 3.00 1.26 3.23
H 1.27 0.99 3.56
H -2.00 3.68 2.42
H -2.10 4.66 0.99
H 3.79 -0.55 2.30
H 5.58 -1.45 0.83
H 5.51 -0.93 -1.61
H 3.59 0.39 -2.49
N -2.47 -1.73 -0.87
C -3.03 -0.46 -0.89
C -4.41 -0.43 -0.63
C -5.11 0.75 -0.74
C -4.41 1.89 -1.13
C -3.06 1.78 -1.34
N -2.35 0.64 -1.20
C -1.20 -2.27 -0.81
C -1.15 -3.68 -0.72
C 0.06 -4.31 -0.64
C 1.22 -3.53 -0.67
C 1.08 -2.17 -0.77
N -0.10 -1.53 -0.85
H -3.18 -2.44 -0.77
H -4.92 -1.34 -0.35
H -6.17 0.78 -0.54
H -4.91 2.84 -1.26
H -2.49 2.65 -1.63
H -2.07 -4.24 -0.70
H 0.12 -5.39 -0.57
H 2.20 -3.98 -0.62
H 1.95 -1.54 -0.81
```

Total charge: +1
Gap between HOMO and LUMO (eV): 7.712
LUMO (eV): -3.14

3.
Molecular formula: C6H8
Method: DFT, ωB97M-V/def2-TZVPD

The geometry in XYZ format:
```
14
C6H8 (ωB97M-V/def2-TZVPD)
C -1.10 0.76 0.58
C -0.36 0.25 -0.70
C 1.07 0.71 -0.34
C 1.28 -0.15 0.90
C 0.70 -1.42 0.45
C -0.19 -1.23 -0.55
H -2.00 0.19 0.83
H -1.29 1.83 0.54
H -0.82 0.58 -1.65
H 1.14 1.80 -0.20
H 1.83 0.39 -1.07
H -0.39 0.61 1.42
H 0.89 -2.36 0.97
H -0.75 -1.99 -1.10
```

Total charge: 0
Gap between HOMO and LUMO (alpha / beta) (eV): 7.821 / 7.820
LUMO (alpha / beta) (eV): -0.33 / -0.33

4.
Molecular formula: C7H13NO
Method: DFT, ωB97M-V/def2-TZVPD

The geometry in XYZ format:
```
22
C7H13NO (ωB97M-V/def2-TZVPD)
C -0.10 -0.55 0.44
C -0.19 -2.02 0.24
C -0.31 -0.04 1.82
C -2.36 1.01 -0.63
C 2.54 0.67 -0.63
C 1.28 0.01 -1.16
C 0.01 0.72 -0.76
N -1.22 0.17 -0.94
O 1.31 -0.83 -2.06
H 0.11 1.71 -0.30
H -0.13 1.03 1.94
H -1.32 -0.27 2.19
H -0.19 -2.27 -0.83
H -1.05 -2.46 0.75
H 0.73 -2.46 0.66
H 0.38 -0.58 2.48
H -2.16 2.08 -0.72
H -3.17 0.78 -1.33
H -2.75 0.83 0.37
H 3.13 1.02 -1.48
H 3.12 -0.07 -0.08
H 2.36 1.53 0.02
```

Total charge: 0
Gap between HOMO and LUMO (eV): 8.684
LUMO (eV): 0.74